Arrangement a

{
  "formula": "C4H9O2",
  "method": "ωB97M-V/def2-TZVPD",
  "total_charge": -1,
  "gap_ev": 7.65,
  "spin_multiplicity": 1,
  "symbols": ["C", "C", "H", "H", "H", "H", "H", "H", "C", "C", "O", "O", "H", "H", "H"],
  "positions_angstrom": [[-0.73, -1.82, -0.10], [0.46, -2.63, 0.37], [-1.59, -2.25, -0.59], [-1.15, -1.27, 0.76], [-0.47, -1.01, -0.78], [0.64, -3.51, -0.25], [0.32, -3.03, 1.38], [1.36, -2.02, 0.41], [-0.24, 2.59, 0.36], [0.70, 2.39, -0.87], [1.61, 3.24, -1.03], [0.43, 1.40, -1.58], [-0.61, 1.60, 0.61], [-1.03, 3.30, 0.08], [0.29, 3.04, 1.21]]
}

Arrangement b

{
  "formula": "C4H9O2",
  "method": "ωB97M-V/def2-TZVPD",
  "total_charge": -1,
  "gap_ev": 7.48,
  "spin_multiplicity": 1,
  "symbols": ["C", "C", "H", "H", "H", "H", "H", "H", "C", "C", "O", "O", "H", "H", "H"],
  "positions_angstrom": [[0.81, -0.06, -2.33], [0.37, -1.28, -1.62], [0.63, -0.22, -3.33], [0.27, 0.71, -1.73], [1.84, 0.19, -2.27], [-0.19, -1.01, -0.78], [1.22, -1.97, -1.37], [-0.22, -1.91, -2.35], [-0.10, 0.58, 2.48], [-1.43, 1.10, 1.82], [-1.61, 0.80, 0.69], [-2.05, 1.78, 2.63], [0.70, 0.48, 1.79], [-0.32, -0.28, 2.97], [0.07, 1.08, 3.38]]
}

Arrangement c

{
  "formula": "C4H9O2",
  "method": "ωB97M-V/def2-TZVPD",
  "total_charge": -1,
  "gap_ev": 7.96,
  "spin_multiplicity": 1,
  "symbols": ["C", "C", "H", "H", "H", "H", "H", "H", "C", "C", "O", "O", "H", "H", "H"],
  "positions_angstrom": [[-2.12, -2.37, -0.09], [-1.84, -0.88, -0.36], [-3.18, -2.52, -0.09], [-1.61, -3.02, -0.81], [-1.75, -2.52, 0.93], [-2.11, -0.45, -1.33], [-0.71, -0.75, -0.32], [-2.22, -0.23, 0.42], [0.41, 2.07, -0.13], [1.29, 0.75, 0.15], [2.44, 0.77, -0.30], [0.66, -0.09, 0.85], [0.84, 2.54, -1.02], [0.75, 2.70, 0.69], [-0.65, 1.88, -0.04]]
}

Arrangement d

{
  "formula": "C4H9O2",
  "method": "ωB97M-V/def2-TZVPD",
  "total_charge": -1,
  "gap_ev": 7.01,
  "spin_multiplicity": 1,
  "symbols": ["C", "O", "C", "H", "H", "H", "H", "H", "O", "C", "C", "H", "H", "H", "H"],
  "positions_angstrom": [[-1.11, 1.44, 1.10], [-0.36, 0.74, 0.21], [-1.90, 2.59, 0.43], [-0.49, 1.91, 1.91], [-1.87, 0.82, 1.63], [-2.39, 3.26, 1.15], [-2.67, 2.16, -0.22], [-1.23, 3.17, -0.20], [2.24, -2.13, -0.05], [1.47, -1.34, -0.56], [0.19, -1.76, -1.20], [1.68, -0.27, -0.58], [-0.07, -2.75, -0.84], [0.25, -1.80, -2.29], [-0.57, -1.01, -0.93]]
}

The structure with the least stability is arrangement d.

Arrangement a

{
  "formula": "C9H20N2",
  "method": "ωB97M-V/def2-TZVPD",
  "smiles": "CCC#[N+]C[N+](C)(C)CCC",
  "total_charge": 2,
  "gap_ev": 9.95,
  "spin_multiplicity": 1,
  "symbols": ["C", "C", "C", "N", "C", "N", "C", "C", "C", "C", "C", "H", "H", "H", "H", "H", "H", "H", "H", "H", "H", "H", "H", "H", "H", "H", "H", "H", "H", "H", "H"],
  "positions_angstrom": [[3.44, 2.16, 0.77], [2.23, 2.86, 0.06], [1.10, 2.07, 0.34], [0.19, 1.41, 0.65], [-0.89, 0.61, 0.86], [-0.59, -1.17, 0.54], [-0.36, -1.75, 1.87], [0.61, -1.45, -0.28], [-1.81, -1.66, -0.10], [-2.05, -1.31, -1.65], [-1.98, 0.21, -2.07], [3.26, 1.07, 0.94], [4.30, 2.35, 0.12], [3.65, 2.72, 1.76], [2.40, 2.98, -1.03], [1.86, 3.86, 0.46], [-1.00, 0.49, 1.92], [-1.74, 0.95, 0.20], [-1.22, -1.72, 2.51], [-0.20, -2.87, 1.63], [0.57, -1.37, 2.27], [0.80, -0.65, -1.02], [1.49, -1.24, 0.50], [0.60, -2.40, -0.80], [-2.58, -1.32, 0.50], [-1.83, -2.77, -0.02], [-1.31, -1.95, -2.15], [-3.08, -1.68, -1.89], [-2.78, 0.93, -1.87], [-1.02, 0.57, -1.93], [-2.09, 0.07, -3.09]]
}

Arrangement b

{
  "formula": "C9H20N2",
  "method": "ωB97M-V/def2-TZVPD",
  "smiles": "CCC[C@@H]1CC[NH+]=C[N+]1(C)C",
  "total_charge": 2,
  "gap_ev": 7.89,
  "spin_multiplicity": 1,
  "symbols": ["C", "C", "C", "C", "C", "C", "N", "C", "N", "C", "C", "H", "H", "H", "H", "H", "H", "H", "H", "H", "H", "H", "H", "H", "H", "H", "H", "H", "H", "H", "H"],
  "positions_angstrom": [[-3.42, 1.05, -0.45], [-2.04, 1.49, -0.12], [-1.19, 0.14, -0.31], [0.29, 0.23, 0.20], [1.08, 1.10, -0.86], [2.34, 1.54, -0.20], [2.98, 0.31, 0.17], [2.41, -0.81, 0.46], [1.00, -1.09, 0.45], [0.61, -2.07, -0.65], [0.74, -1.77, 1.80], [-3.45, 1.04, -1.53], [-4.32, 1.71, -0.10], [-3.69, 0.06, 0.05], [-2.00, 1.78, 0.87], [-1.71, 2.29, -0.69], [-1.25, -0.02, -1.44], [-1.81, -0.57, 0.17], [0.25, 0.75, 1.11], [0.42, 1.90, -1.01], [1.23, 0.43, -1.71], [2.99, 2.14, -0.99], [2.17, 2.27, 0.68], [4.01, 0.46, 0.21], [2.91, -1.68, 0.48], [-0.11, -2.65, -0.13], [0.03, -1.54, -1.40], [1.34, -2.74, -1.08], [-0.24, -2.18, 1.94], [1.37, -2.77, 1.80], [0.88, -0.90, 2.49]]
}

The structure with the least stability is arrangement a.

Arrangement a

{
  "formula": "C5H3NO",
  "method": "ωB97M-V/def2-TZVPD",
  "smiles": "C#C[C@@]1(C=O)C=N1",
  "total_charge": 0,
  "gap_ev": 10.56,
  "spin_multiplicity": 1,
  "symbols": ["C", "C", "C", "C", "O", "C", "N", "H", "H", "H"],
  "positions_angstrom": [[2.26, 0.14, 0.58], [1.08, 0.02, 0.39], [-0.32, -0.13, 0.05], [-1.15, 1.12, -0.01], [-2.35, 1.10, -0.11], [-0.74, -1.35, -0.62], [-1.09, -1.36, 0.57], [3.31, 0.26, 0.74], [-0.58, 2.07, 0.09], [-0.68, -1.99, -1.48]]
}

Arrangement b

{
  "formula": "C5H3NO",
  "method": "ωB97M-V/def2-TZVPD",
  "total_charge": 0,
  "gap_ev": 7.44,
  "spin_multiplicity": 1,
  "symbols": ["C", "C", "C", "C", "O", "N", "C", "H", "H", "H"],
  "positions_angstrom": [[-0.78, -2.41, 1.70], [-0.44, -1.44, 0.98], [-0.08, -0.37, 0.18], [0.10, -0.26, -1.23], [0.62, 0.89, -1.56], [0.81, 1.70, -0.48], [0.38, 1.00, 0.55], [-0.90, 0.63, 0.23], [-0.07, -0.98, -2.02], [0.43, 1.40, 1.56]]
}

Arrangement c

{
  "formula": "C5H3NO",
  "method": "ωB97M-V/def2-TZVPD",
  "total_charge": 0,
  "gap_ev": 10.60,
  "spin_multiplicity": 1,
  "symbols": ["C", "C", "C", "C", "O", "N", "C", "H", "H", "H"],
  "positions_angstrom": [[-0.65, 0.67, 2.46], [-0.10, 0.19, 1.49], [0.37, -0.25, 0.22], [1.24, -0.95, -0.46], [0.76, -0.74, -2.21], [-0.27, 0.02, -2.18], [-0.73, 0.45, -1.10], [-1.12, 1.07, 3.34], [2.10, -1.59, -0.59], [-1.61, 1.12, -0.98]]
}

Arrangement d

{
  "formula": "C5H3NO",
  "method": "ωB97M-V/def2-TZVPD",
  "smiles": "C#CCC(=O)C#N",
  "total_charge": 0,
  "gap_ev": 10.21,
  "spin_multiplicity": 1,
  "symbols": ["C", "C", "C", "C", "O", "C", "N", "H", "H", "H"],
  "positions_angstrom": [[2.32, -0.69, 0.82], [1.26, -0.65, 0.26], [-0.03, -0.52, -0.40], [-0.89, 0.55, 0.27], [-0.79, 0.89, 1.42], [-1.92, 1.16, -0.61], [-2.69, 1.69, -1.29], [3.26, -0.70, 1.34], [0.08, -0.29, -1.47], [-0.60, -1.46, -0.35]]
}

The structure with the least stability is arrangement b.

Arrangement a

{
  "formula": "H4O2",
  "method": "ωB97M-V/def2-TZVPD",
  "smiles": "O.O",
  "total_charge": 0,
  "gap_ev": 12.34,
  "spin_multiplicity": 1,
  "symbols": ["O", "H", "H", "O", "H", "H"],
  "positions_angstrom": [[-1.60, -0.09, -0.06], [-1.06, -0.29, 0.77], [-1.57, 0.89, -0.14], [1.60, 0.10, 0.05], [0.66, 0.06, -0.24], [1.95, -0.75, -0.36]]
}

Arrangement b

{
  "formula": "H4O2",
  "method": "ωB97M-V/def2-TZVPD",
  "smiles": "O.O",
  "total_charge": 0,
  "gap_ev": 11.71,
  "spin_multiplicity": 1,
  "symbols": ["O", "H", "H", "O", "H", "H"],
  "positions_angstrom": [[-0.68, 1.40, -0.60], [-0.14, 0.61, -0.59], [-1.29, 1.27, -1.33], [0.47, -0.95, 0.57], [1.25, -0.55, 0.93], [0.39, -1.79, 1.03]]
}

The structure with the least stability is arrangement a.